Density functional theory data (ωB97M-V/def2-TZVPD) for 2 unconnected molecules or ions with the total composition CH10N8 in a non-equilibrium geometry.

Calculated values
* energy above the lowest of the compared OMol25 structures with the same formula, charge and spin: 460.1 kJ/mol
* E_LUMO: -8.15 eV
* charge: +2
* M: 134.1 g mol⁻¹
* gap between HOMO and LUMO: 7.83 eV
* HOMO: -15.98 eV

Each line ends with the Löwdin charge.
Cartesian coordinates (Å):
N -0.4965 0.7047 -1.6560  0.056
N 0.5028 -0.2707 2.0186  0.096
N 1.5001 0.0319 1.1072  -0.210
N -0.1878 1.1693 -3.9068  0.251
N -0.1401 1.1511 -2.7055  0.002
N 2.7564 0.1687 1.5775  0.162
N -0.0572 0.2533 -0.5775  -0.003
N -2.7910 -1.1483 0.0727  0.262
C 1.1596 0.4173 -0.0982  -0.072
H 2.8528 0.2960 2.4827  0.059
H 0.6906 -1.0619 2.6507  0.129
H 3.5744 -0.2149 1.1349  0.142
H -3.6836 -0.9972 -0.4157  0.153
H -0.5391 2.0009 -4.3838  0.139
H 0.1730 0.5061 2.6369  0.144
H -2.2980 -0.2052 0.2165  0.141
H -2.9290 -1.7938 0.9793  0.224
H 2.0123 0.7709 -0.7611  0.184
H -2.0997 -1.7782 -0.3724  0.140

=====

Density functional theory data (ωB97M-V/def2-TZVPD) for a single CH5BrN2 molecule in a non-equilibrium geometry.

Calculated values
* energy above the lowest of the compared OMol25 structures with the same formula, charge and spin: 163.6 kJ/mol
* E_LUMO: 0.33 eV
* SMILES string: CN(N)Br
* M: 125.0 g mol⁻¹
* gap between HOMO and LUMO: 9.08 eV
* HOMO: -8.75 eV

Each line ends with the Löwdin charge.
Cartesian coordinates (Å):
Br -1.7137 -1.6550 -0.2185  0.613
N -0.6478 1.1293 -0.7539  0.032
N -0.2256 -0.5591 -0.4596  -0.626
C 0.6917 -0.4368 0.6988  -0.216
H -0.9784 1.0287 -1.6918  0.016
H 0.0530 -0.0518 1.4348  0.044
H 1.4501 0.2055 0.5533  0.028
H 0.2064 1.6606 -0.6716  0.028
H 1.1643 -1.3213 1.1085  0.080

=====

Density functional theory data (ωB97M-V/def2-TZVPD) for a molecular structure, C2H2Cl2O2 in a non-equilibrium geometry.

Calculated values
* energy above the lowest of the compared OMol25 structures with the same formula, charge and spin: 242.7 kJ/mol
* E_LUMO: -0.40 eV
* M: 128.9 g mol⁻¹
* gap between HOMO and LUMO: 10.31 eV
* HOMO: -10.72 eV

Each line ends with the Löwdin charge.
Cartesian coordinates (Å):
Cl -2.7770 -0.5531 -0.5479  0.708
Cl 1.6545 1.6256 -0.7133  0.669
O -1.1625 0.2200 1.3906  0.001
O -0.3743 -0.4309 -0.6063  -0.144
C 1.3166 0.0818 -0.0458  -0.393
C -1.2591 -0.1556 0.2265  -1.057
H 1.6936 -0.8789 -0.6935  0.151
H 0.9083 0.0911 0.9897  0.065

=====

Density functional theory data (ωB97M-V/def2-TZVPD) for 11 unconnected molecules or ions with the total composition H22O11.

Calculated values
* energy above the lowest of the compared OMol25 structures with the same formula, charge and spin: 132.8 kJ/mol
* E_LUMO: -0.78 eV
* SMILES string: O.O.O.O.O.O.O.O.O.O.O
* M: 198.2 g mol⁻¹
* gap between HOMO and LUMO: 9.49 eV
* HOMO: -10.27 eV

Each line ends with the Löwdin charge.
Cartesian coordinates (Å):
O 1.6972 0.2681 2.8251  -0.078
O -1.8233 1.5922 -1.8315  -0.049
O -1.2498 3.4019 0.5527  -0.035
O 2.3698 1.2874 -2.0463  -0.055
O -0.7917 -1.6894 1.7079  -0.044
O -3.4068 0.4815 0.2603  -0.049
O -1.0214 1.0135 2.6353  -0.063
O 2.3533 -1.8584 0.7996  -0.055
O 3.2731 -1.3668 -1.9651  -0.053
O 0.3134 -0.2190 -0.8743  -0.047
O -0.1010 -3.9609 -0.5632  -0.056
H -1.4135 1.8796 2.4810  0.032
H 2.9744 -1.2524 1.2152  0.038
H 2.4160 -1.6629 -0.1499  0.003
H -1.3614 2.3075 -2.2884  0.083
H -0.1721 -0.8509 -0.3288  0.027
H -2.4997 1.3054 -2.4587  0.088
H -2.8491 0.9714 -0.3625  -0.018
H -1.0767 0.5635 1.7839  0.006
H -2.0898 3.8340 0.7410  0.052
H -0.2433 -3.4366 0.2340  -0.004
H 3.9600 -1.4357 -2.6326  0.047
H -0.9320 -3.9055 -1.0434  0.028
H -1.5802 -1.9663 2.1859  0.066
H 1.6075 0.7157 -1.8469  0.002
H -0.3670 0.3497 -1.2618  0.008
H 3.0818 -0.4168 -1.8984  -0.004
H -0.0565 -1.8709 2.3098  0.060
H 0.8897 0.7971 2.9693  0.008
H -1.3761 2.9768 -0.3016  -0.007
H 1.6118 -0.0879 1.9326  -0.014
H -4.1724 0.1920 -0.2448  0.038
H 2.0361 2.0429 -2.5355  0.046